1.
This record from OMol25 describes a 7-piece molecular cluster, C24H47ClIN8O7 overall. The level of theory is ωB97M-V with the def2-TZVPD basis set.

```
! RIJCOSX wB97M-V def2-TZVPD def2/J DEFGRID3
* xyz 1 1
I 3.7762 -2.4314 -3.3303
Cl 2.6272 -7.6444 -3.9287
O -0.7327 0.2855 6.5543
O -6.7370 6.4919 0.9579
O 6.6405 -8.5790 -3.5291
O -2.1673 0.5613 0.5832
O 1.1289 -0.2317 -0.8670
O 3.6349 -0.8890 -5.8298
O -2.3799 3.7860 4.7970
N 0.7064 1.3060 -2.4709
N 4.9047 -4.5154 -6.1470
N -8.5479 7.8246 1.2500
N 0.6139 1.6784 5.3851
N -2.3494 -1.3047 1.8619
N -3.4927 4.6883 3.0447
N 3.6174 -4.4120 -5.8687
N 7.9365 -8.0874 -1.7394
C 0.4026 0.6284 -1.3435
C -4.1135 5.8467 2.4240
C 2.9098 -5.3242 -5.2212
C -7.4898 7.1194 1.6825
C 3.4881 -1.9776 -5.4086
C -9.4117 8.5545 2.1548
C -8.8257 7.8482 -0.1767
C -0.1822 2.2971 -3.0387
C 3.5340 -6.4853 -4.7687
C 7.3377 -9.1581 -0.9521
C 3.0296 -3.1390 -6.2913
C 8.9798 -7.2711 -1.1449
C 7.5109 -7.9014 -2.9887
C -2.3953 -0.5284 3.0916
C 5.5112 -5.6016 -5.7252
C 1.7129 0.7345 5.4493
C -2.9049 4.7426 4.2462
C 4.8795 -6.6268 -5.0115
C -2.2325 -0.6523 0.6973
C 1.9731 1.0058 -3.1058
C -0.5491 1.3508 5.9866
C 0.7911 2.9295 4.6784
C -2.4213 -2.7477 1.9336
C -3.5132 3.4155 2.3397
H 9.3178 -6.5290 -1.8655
H 7.8010 -9.1712 0.0304
H -1.4873 0.0656 3.1977
H -10.4370 8.1857 2.0939
H 6.5619 -5.6689 -5.9692
H -1.3189 2.1307 5.9091
H -3.2440 0.1552 3.0782
H -9.0575 8.4258 3.1758
H -9.7080 8.4585 -0.3532
H 1.0637 2.7371 3.6370
H -9.4097 9.6199 1.9180
H 2.0829 1.5868 -4.0182
H -9.0023 6.8393 -0.5492
H 6.2652 -8.9989 -0.8460
H 1.9456 -3.2178 -6.2442
H -7.9809 8.2652 -0.7247
H 2.7991 1.2317 -2.4287
H -0.1441 3.4851 4.6833
H -7.3583 7.1593 2.7776
H -2.3692 -3.1631 0.9285
H 9.8305 -7.8889 -0.8567
H -0.5624 0.9074 -0.8967
H -1.5918 -3.1468 2.5201
H 0.2985 3.2766 -3.0806
H 1.5804 3.5290 5.1386
H -1.0722 2.3738 -2.4169
H 8.6045 -6.7560 -0.2602
H 2.5657 1.1502 4.9168
H 7.4909 -10.1199 -1.4396
H -4.0067 6.7055 3.0855
H 3.3623 -2.9462 -7.3078
H 8.0302 -7.0787 -3.5081
H -0.4862 2.0168 -4.0498
H 1.9935 0.5369 6.4846
H -2.9367 5.7432 4.7069
H -2.5011 3.0548 2.1546
H -2.1974 -1.3261 -0.1759
H -4.0291 3.5492 1.3923
H -2.4831 -1.1982 3.9426
H 1.8602 -5.1333 -5.0517
H -4.0317 2.6594 2.9298
H -5.1691 5.6714 2.2276
H 1.4332 -0.2177 4.9956
H 5.4518 -7.4890 -4.6650
H -3.3576 -3.0668 2.3950
H 2.0276 -0.0628 -3.3164
H -3.6255 6.0729 1.4744
*
```

The HOMO energy is -9.71 eV. The LUMO energy comes out at -4.83 eV. Its HOMO-LUMO gap is 4.9 eV. The value obtained for the total energy is -2665.04153 a.u.

2.
This record from OMol25 describes C24H47F9Li2N2O8 as an isolated structure at a distorted geometry. The level of theory is ωB97M-V with the def2-TZVPD basis set.

```
! RIJCOSX wB97M-V def2-TZVPD def2/J DEFGRID3
* xyz 0 1
F 10.1081 3.9412 1.3471
F 0.1897 5.1669 -3.5550
F -5.3364 0.8342 -5.7985
F -5.3760 2.8722 -5.1456
F -3.4341 1.7636 -5.3918
F 0.8353 6.1905 -1.7978
F 10.2481 2.5451 -0.3275
F 11.0121 2.0519 1.5810
F 1.8483 6.4456 -3.5903
O -5.8067 1.8576 -2.8028
O 0.1012 8.6142 -3.0426
O 8.2690 2.0987 2.5640
O 7.9391 1.5957 0.3879
O -1.3447 7.2186 -4.1464
O -3.9924 -3.4547 1.6310
O -4.1590 0.3212 -3.1654
O 0.5354 -0.3371 -0.1031
N -0.2534 -0.6698 6.4470
N -0.3786 -5.3624 -3.7396
C 0.4476 1.7397 6.2312
C 0.4711 -6.2434 -1.5353
C -2.3964 -1.2857 7.6632
C 6.7183 0.9430 0.6222
C 0.0421 -4.8473 -5.0949
C -6.0819 1.4829 -1.4702
C -0.2280 7.4904 -3.4203
C 0.9082 -2.5499 7.5770
C -4.8381 1.2414 -3.5309
C -1.1801 -0.3908 7.6253
C 1.1226 -3.7346 -5.0273
C -2.7346 -5.9348 -4.5335
C 8.6614 2.0812 1.3977
C -5.2526 2.4256 -0.5340
C -4.7445 1.7158 -5.0288
C -2.1757 8.2690 -4.6623
C 0.2444 -2.0247 6.3137
C -1.4791 -6.4098 -3.8217
C 0.6843 6.2619 -3.0685
C 6.9108 -0.5477 1.0970
C 0.9099 0.2235 6.3804
C -3.3893 8.3924 -3.7733
C 10.0161 2.6787 0.9764
C 0.7838 -5.7980 -2.9289
Li -1.6672 -0.9425 2.8020
Li -1.6575 -2.8834 -1.2719
H -2.5315 8.0275 -5.6639
H -1.7114 -6.7385 -2.8088
H -7.1417 1.6653 -1.2923
H 1.3850 -6.5491 -3.4412
H 0.0353 -5.4527 -0.9246
H -2.8202 -1.3705 6.6625
H 1.2736 2.4189 6.0202
H -5.8975 0.4300 -1.2569
H -3.1510 -0.9943 8.3937
H 6.1855 0.9143 -0.3283
H -0.8179 -4.3718 -5.5664
H -4.7124 -3.8081 2.1888
H -2.0769 -2.2743 7.9928
H 1.4251 -6.4086 -1.0344
H 1.1542 -3.3186 -6.0342
H 0.2078 -2.4753 8.4089
H -3.8464 7.4383 -3.5112
H 0.7305 -3.0417 -4.2828
H -3.1194 8.9531 -2.8784
H 5.9824 -1.1189 1.1005
H -5.6049 2.5268 0.4925
H -5.3066 3.4584 -0.8782
H -1.7520 9.2722 -4.7096
H -3.1922 -5.1068 -3.9921
H 1.7844 -1.9506 7.8248
H -0.1996 1.8654 5.3631
H -0.1711 -7.1206 -1.4558
H 1.4169 -4.9207 -2.7963
H 2.0798 -4.1772 -4.7516
H 1.2330 -3.5884 7.6403
H 6.0655 1.5215 1.2760
H -1.1421 -7.2874 -4.3733
H -4.2016 8.8892 -4.3039
H 1.1420 -0.2724 -0.8662
H -0.7328 -0.4079 8.6192
H 1.4898 0.0908 7.2938
H 7.6160 -1.0669 0.4480
H -4.2144 2.0945 -0.5591
H 7.3450 -0.4936 2.0953
H -1.4961 0.6218 7.3748
H 1.4595 -0.1304 5.5082
H -0.5548 -2.6644 5.9395
H -0.1497 2.0978 7.0696
H -2.5296 -5.6975 -5.5774
H 0.9991 -2.1050 5.5314
H -3.4402 -6.7652 -4.5603
H 0.4031 -5.6545 -5.7322
*
```

For the energy above the lowest of the compared OMol25 structures with the same formula, charge and spin, the calculation gives 1047.1 kJ/mol. The HOMO energy is -6.72 eV. The LUMO energy comes out at -1.06 eV. Its HOMO-LUMO gap is 5.7 eV. The value obtained for the total energy is -2567.74464 a.u.

3.
This record from OMol25 describes a 3-piece molecular cluster, C24H47NO5Si4 overall at a distorted geometry. The level of theory is ωB97M-V with the def2-TZVPD basis set.

```
! RIJCOSX wB97M-V def2-TZVPD def2/J DEFGRID3
* xyz 0 1
Si -4.1785 -3.7547 1.6468
Si 2.7594 -1.8581 1.3313
Si 5.5221 -0.4770 1.1023
Si -3.8694 -1.2439 -0.1273
O 3.9198 -0.7833 0.8713
O -3.3110 3.8498 0.3993
O -4.5715 -2.3666 0.8549
O -4.3835 3.7727 -3.8206
O -3.9453 3.2124 -1.6885
N -1.5876 4.7720 -3.9253
C 1.8618 2.5923 -2.3721
C 2.4723 4.8667 -2.8746
C 3.2315 -3.5898 0.8022
C 6.0259 1.0336 0.1318
C 6.5471 -1.9336 0.5274
C -0.7372 4.9331 -0.8550
C -2.7890 -3.4321 2.8608
C 0.4931 4.4019 -1.5657
C 5.8669 -0.1720 2.9162
C -3.1119 3.8299 -0.7631
C -2.2779 4.3619 -2.8062
C 2.5446 -1.8280 3.1893
C -3.6209 -5.0617 0.4276
C 1.1355 -1.4068 0.5338
C -3.6370 3.7611 -2.9103
C -3.2543 -2.0660 -1.6942
C -1.9816 4.4137 -1.5039
C 2.7128 3.5006 -2.9867
C -5.0749 0.0958 -0.5803
C -2.4330 -0.4337 0.7530
C 0.7428 3.0287 -1.6535
C 1.3638 5.3144 -2.1665
C -5.6576 -4.3982 2.5817
C -0.1404 2.0031 -1.0000
H -0.1857 2.1595 0.0749
H 3.4415 -2.1896 3.6962
H -3.0460 -2.6145 3.5375
H -5.3916 -5.3183 3.1058
H -2.6878 -4.7742 -0.0613
H -6.4874 -4.6186 1.9075
H 1.2112 -1.4300 -0.5561
H 3.4398 -3.6285 -0.2692
H 7.0877 1.2341 0.2868
H -1.6348 -1.1479 0.9479
H 5.8598 0.8911 -0.9379
H 7.6112 -1.6958 0.5831
H -1.8663 -3.1631 2.3412
H 5.2258 0.6212 3.3066
H 5.4637 1.9146 0.4480
H 1.7103 -2.4676 3.4851
H -2.5917 -4.3230 3.4605
H -6.0042 -3.6740 3.3214
H -2.4516 -2.7757 -1.4816
H 5.6926 -1.0722 3.5088
H -2.7584 -0.0132 1.7073
H -2.8652 -1.3165 -2.3871
H 4.1198 -3.9378 1.3331
H -2.0224 0.3761 0.1487
H -2.0716 4.4532 -4.7593
H -4.3752 -5.2191 -0.3461
H -5.9474 -0.2858 -1.1137
H 2.4178 -4.2862 1.0152
H -0.7307 4.6655 0.1971
H 6.3090 -2.1935 -0.5063
H 0.8102 -0.4095 0.8344
H 2.3403 -0.8149 3.5422
H 0.3673 -2.1208 0.8342
H -3.4546 -6.0114 0.9402
H -4.0618 -2.6060 -2.1926
H 6.9067 0.1293 3.0581
H -0.7613 6.0163 -0.9387
H -1.1484 2.0317 -1.4026
H 6.3650 -2.8136 1.1475
H -5.4240 0.6228 0.3098
H -0.6424 4.4031 -3.9594
H 1.1412 6.3661 -2.0837
H 2.0537 1.5335 -2.4322
H 3.1431 5.5753 -3.3336
H -4.5679 0.8166 -1.2225
H 0.2568 1.0101 -1.1779
H 3.5668 3.1630 -3.5532
*
```

The HOMO energy is -9.36 eV. The LUMO energy comes out at -0.29 eV. As for the SMILES: Cc1ccccc1CC1=C(N)C(=O)OC1=O.C[Si](C)(C)O[Si](C)(C)C.C[Si](C)(C)O[Si](C)(C)C. Its HOMO-LUMO gap is 9.1 eV. The value obtained for the total energy is -2531.98531 a.u.